{
  "formula": "C41H59Br2N13O2P",
  "method": "ωB97M-V with the def2-TZVPD basis set",
  "largest_force_ev_per_a": 2.545,
  "charge": 1,
  "total_energy_ev": -216303.514,
  "symbols": ["N", "P", "C", "N", "C", "Br", "N", "C", "N", "N", "C", "C", "C", "C", "O", "C", "C", "O", "Br", "H", "H", "H", "H", "H", "H", "H", "H", "H", "H", "H", "H", "H", "H", "H", "H", "H", "H", "H", "N", "C", "C", "C", "C", "H", "H", "H", "H", "H", "N", "C", "C", "C", "C", "H", "H", "H", "H", "H", "N", "C", "C", "C", "C", "H", "H", "H", "H", "H", "N", "C", "C", "C", "C", "H", "H", "H", "H", "H", "N", "C", "C", "C", "C", "H", "H", "H", "H", "H", "N", "C", "C", "C", "C", "H", "H", "H", "H", "H", "N", "C", "C", "C", "C", "H", "H", "H", "H", "H", "N", "C", "C", "C", "C", "H", "H", "H", "H", "H"],
  "xyz": [[-3.4378, -2.6921, -0.9508], [-2.3431, -1.5875, -0.6759], [-2.4559, -0.9193, 1.0406], [-1.4921, 0.1999, 1.1489], [-3.8202, -0.2677, 1.2812], [-4.5733, 0.7117, -0.2030], [-4.8655, -1.2232, 1.7807], [-4.4248, -1.9733, 2.7783], [-4.9921, -1.8890, 4.0071], [-3.3491, -2.7948, 2.5111], [-2.0974, -2.0588, 2.0937], [-1.1860, -3.1614, 1.5601], [0.2827, -2.7628, 1.3092], [1.2929, -3.5640, 2.1287], [1.7811, -2.8015, 3.2214], [-1.4619, -1.4226, 3.3532], [-1.4561, -2.3775, 4.5176], [-0.9470, -3.4329, 4.5543], [-2.3161, -1.6881, 6.1553], [-4.0162, -2.4425, -1.7445], [-1.0526, -2.1188, -0.7746], [-2.3472, -0.5033, -1.5542], [-1.9056, 1.0378, 0.7577], [-0.6353, 0.0079, 0.6442], [-3.6769, 0.4781, 2.0546], [-5.6751, -0.7064, 2.1253], [-5.5211, -2.6421, 4.4140], [-4.7389, -1.1121, 4.6009], [-3.5859, -3.3536, 1.6867], [-1.1896, -3.9116, 2.3415], [-1.6122, -3.6557, 0.6914], [0.4706, -1.7068, 1.4643], [0.4962, -2.9635, 0.2621], [2.1088, -3.8836, 1.4854], [0.8564, -4.4711, 2.5312], [2.5666, -2.3370, 2.9258], [-0.4319, -1.1429, 3.1853], [-2.0463, -0.5562, 3.6376], [0.9266, -1.1477, -4.4414], [1.3506, 0.0837, -4.8573], [0.3351, 0.9766, -4.6418], [-0.7459, 0.2514, -4.0684], [-0.3429, -1.0556, -3.9561], [1.4609, -1.9979, -4.4879], [2.3335, 0.2203, -5.2730], [0.3643, 2.0278, -4.8697], [-1.7069, 0.6452, -3.7757], [-0.8475, -1.9276, -3.5798], [-1.0855, -4.7672, -3.2715], [-0.8786, -4.4833, -4.5947], [0.3851, -4.8986, -4.9189], [0.9633, -5.4585, -3.7449], [0.0302, -5.3672, -2.7482], [-1.9269, -4.5668, -2.7608], [-1.6436, -4.0152, -5.1898], [0.8426, -4.8184, -5.8908], [1.9463, -5.8874, -3.6493], [0.0618, -5.6798, -1.7183], [-3.0412, 3.9157, -6.4531], [-2.8158, 5.1565, -6.9839], [-1.4688, 5.3948, -6.9361], [-0.8569, 4.2486, -6.3571], [-1.8527, 3.3536, -6.0708], [-3.9413, 3.4845, -6.3608], [-3.6294, 5.7603, -7.3483], [-0.9755, 6.2877, -7.2810], [0.1947, 4.1020, -6.1763], [-1.8190, 2.3721, -5.6335], [-4.4065, -5.6148, -1.3916], [-5.5209, -6.1341, -0.7913], [-6.0293, -7.1053, -1.6135], [-5.1858, -7.1806, -2.7543], [-4.1972, -6.2484, -2.5852], [-3.8300, -4.8718, -1.0286], [-5.8574, -5.7718, 0.1648], [-6.9060, -7.6990, -1.4186], [-5.2931, -7.8416, -3.5968], [-3.3659, -5.9809, -3.2112], [3.7834, 0.3645, 1.8742], [3.3012, 1.5490, 1.3800], [3.4791, 2.5038, 2.3444], [4.0949, 1.8698, 3.4610], [4.2728, 0.5530, 3.1401], [3.7844, -0.5060, 1.3778], [2.8807, 1.6101, 0.3908], [3.2039, 3.5417, 2.2594], [4.3800, 2.3282, 4.3934], [4.7050, -0.2592, 3.7007], [6.9562, 3.8098, 4.0769], [8.1869, 3.3962, 4.4936], [8.5064, 4.0974, 5.6264], [7.4203, 4.9735, 5.8996], [6.4769, 4.7672, 4.9281], [6.4756, 3.4551, 3.2697], [8.7251, 2.6352, 3.9545], [9.4122, 3.9928, 6.2002], [7.3393, 5.6674, 6.7185], [5.5113, 5.2164, 4.7725], [8.1147, 0.4934, 6.4238], [6.8285, 0.9462, 6.4085], [6.0144, -0.0896, 6.7859], [6.8502, -1.2138, 7.0397], [8.1409, -0.8195, 6.8087], [8.9167, 1.0476, 6.1887], [6.6023, 1.9627, 6.1351], [4.9414, -0.0466, 6.8741], [6.5398, -2.1944, 7.3586], [9.0697, -1.3571, 6.8874], [-3.6078, 8.0011, -4.7703], [-3.1670, 9.2296, -5.1774], [-4.1767, 10.1296, -4.9666], [-5.2708, 9.4150, -4.4075], [-4.8876, 8.1053, -4.2981], [-3.0746, 7.1511, -4.8175], [-2.1777, 9.3578, -5.5809], [-4.1371, 11.1824, -5.1879], [-6.2272, 9.8174, -4.1200], [-5.4141, 7.2431, -3.9269]]
}

=====

{
  "formula": "C41H59Br3KN5OS5Se",
  "method": "ωB97M-V with the def2-TZVPD basis set",
  "largest_force_ev_per_a": 0.587,
  "charge": -2,
  "total_energy_ev": -398955.504,
  "symbols": ["K", "C", "C", "C", "C", "C", "C", "C", "Br", "C", "O", "C", "C", "C", "C", "C", "C", "H", "H", "H", "H", "H", "H", "H", "H", "H", "H", "H", "H", "H", "H", "H", "H", "H", "H", "H", "H", "N", "C", "C", "C", "N", "H", "H", "H", "H", "H", "H", "H", "H", "H", "H", "Br", "C", "C", "C", "C", "N", "C", "Se", "N", "C", "C", "C", "C", "C", "C", "C", "C", "C", "C", "H", "H", "H", "H", "H", "H", "H", "H", "H", "H", "H", "H", "H", "H", "H", "H", "H", "H", "H", "H", "H", "H", "Br", "C", "C", "C", "C", "C", "N", "H", "H", "H", "H", "C", "S", "C", "C", "S", "S", "C", "S", "S", "H", "H", "H"],
  "xyz": [[0.2335, 0.3079, 0.3738], [-0.3206, 7.1829, 4.7087], [0.5452, 6.1308, 5.4154], [1.8163, 6.8239, 5.9136], [-0.2145, 5.6087, 6.6444], [0.8494, 4.9811, 4.4616], [-0.1953, 4.2174, 3.9421], [0.0633, 3.1923, 3.0694], [-1.3857, 2.1705, 2.3897], [1.3585, 2.8038, 2.6044], [1.4990, 1.8482, 1.7843], [2.4231, 3.5977, 3.1596], [2.1282, 4.6333, 4.0411], [3.9072, 3.4011, 2.8104], [4.2149, 2.2415, 1.8597], [4.4401, 4.6809, 2.1411], [4.7090, 3.1410, 4.0986], [-0.5642, 8.0053, 5.3888], [-1.2552, 6.7476, 4.3533], [0.2022, 7.5905, 3.8419], [1.5515, 7.6346, 6.5977], [2.3874, 7.2527, 5.0879], [2.4656, 6.1272, 6.4476], [-0.4282, 6.4243, 7.3426], [0.3733, 4.8497, 7.1633], [-1.1625, 5.1525, 6.3586], [-1.2237, 4.4245, 4.2162], [2.9641, 5.2086, 4.4196], [3.6971, 2.3300, 0.9091], [3.9280, 1.2859, 2.2948], [5.2957, 2.2308, 1.6790], [3.8957, 4.8769, 1.2161], [5.5002, 4.5675, 1.8941], [4.3333, 5.5543, 2.7869], [4.3505, 2.2334, 4.5889], [4.6239, 3.9630, 4.8113], [5.7691, 3.0075, 3.8617], [-2.0420, -1.2740, 1.2171], [-3.3923, -0.8138, 1.4688], [-4.0664, -0.2141, 0.2371], [-3.4692, 1.0658, -0.3492], [-2.2255, 0.7857, -1.0412], [-1.9896, -1.8890, 0.4111], [-1.6563, -1.7545, 2.0200], [-3.3546, -0.0623, 2.2654], [-4.0605, -1.6134, 1.8381], [-5.1157, -0.0324, 0.4958], [-4.0822, -0.9749, -0.5528], [-3.2665, 1.7850, 0.4459], [-4.2349, 1.5272, -0.9961], [-1.8042, 1.5986, -1.4787], [-2.3426, 0.0843, -1.7648], [1.1897, -2.5369, -0.5133], [-1.5600, -8.4217, -2.1721], [-2.5305, -7.2637, -2.3541], [-2.5776, -6.2957, -1.1780], [-1.2746, -5.5442, -0.9165], [-0.7047, -4.9161, -2.0982], [-1.1677, -3.7619, -2.6433], [-2.7843, -2.9535, -2.2979], [-0.2503, -3.3096, -3.5239], [-0.2334, -1.9889, -4.1435], [-0.4434, -2.0514, -5.6482], [-1.8761, -2.3941, -6.0540], [-2.8511, -1.2532, -5.7992], [0.8440, -4.1479, -3.5083], [2.0610, -4.0706, -4.1633], [2.9925, -5.0574, -3.8851], [2.7176, -6.0781, -2.9760], [1.5017, -6.1479, -2.3117], [0.5652, -5.1666, -2.5942], [-1.6152, -9.1252, -3.0045], [-1.7768, -8.9737, -1.2537], [-0.5277, -8.0776, -2.1149], [-3.5387, -7.6572, -2.5135], [-2.2809, -6.7078, -3.2624], [-2.8274, -6.8386, -0.2596], [-3.3646, -5.5608, -1.3430], [-0.5061, -6.2156, -0.5325], [-1.4173, -4.7610, -0.1691], [0.7249, -1.5431, -3.8791], [-0.9997, -1.3979, -3.6459], [0.2495, -2.7838, -6.0754], [-0.1628, -1.0796, -6.0651], [-2.2014, -3.2847, -5.5071], [-1.8911, -2.6593, -7.1161], [-2.9238, -1.0277, -4.7359], [-3.8552, -1.5060, -6.1442], [-2.5323, -0.3467, -6.3177], [2.2886, -3.2543, -4.8346], [3.9616, -5.0218, -4.3657], [3.4769, -6.8201, -2.7658], [1.3190, -6.9160, -1.5733], [-0.6412, -2.4505, 4.5507], [1.0963, -2.2784, 3.7465], [2.0624, -3.1991, 4.1287], [3.3119, -3.0552, 3.5518], [3.5215, -2.0271, 2.6453], [2.4663, -1.1840, 2.3408], [1.2592, -1.3046, 2.8977], [1.8341, -3.9800, 4.8383], [4.1092, -3.7432, 3.8054], [4.4744, -1.8869, 2.1553], [2.5937, -0.3709, 1.6400], [3.2396, -0.4732, -2.8690], [3.5071, 0.8414, -1.6641], [3.1418, 2.2308, -2.6665], [1.8986, 2.5950, -3.0965], [0.3945, 1.8276, -2.8071], [1.8994, 4.0482, -4.0767], [3.5806, 4.4111, -4.0449], [4.2733, 5.7027, -4.8470], [4.4684, 3.2482, -3.1642], [3.2817, -1.4177, -2.3319], [3.9847, -0.4335, -3.6652], [2.2333, -0.3603, -3.2660]]
}

=====

Number 1: HOMO-LUMO gap 4.15 eV, HOMO -9.42 eV. Number 2: HOMO-LUMO gap 5.86 eV, HOMO -2.21 eV.